1.
C5H10O2 | the ωB97M-V functional and the def2-TZVPD basis

The geometry in XYZ format:
```
17
Properties=species:S:1:pos:R:3:mulliken_charge:R:1
C -0.228 -0.266 -2.013 -0.70
O -0.042 -1.008 -0.823 -0.43
C 0.017 -0.237 0.376 1.56
C 1.022 0.904 0.315 -1.59
C 0.356 -1.235 1.478 -1.67
C -1.405 0.276 0.611 -0.23
O -1.724 1.439 0.670 -0.46
H -0.952 0.551 -1.886 0.33
H -0.618 -0.961 -2.761 0.26
H 0.717 0.157 -2.378 0.24
H 0.703 1.693 -0.370 0.36
H 1.994 0.515 -0.007 0.41
H 1.140 1.360 1.303 0.39
H 1.406 -1.533 1.400 0.37
H 0.192 -0.799 2.470 0.40
H -0.266 -2.129 1.375 0.40
H -2.160 -0.537 0.689 0.36
```

Summary:
Charge ... 0
Gap between HOMO and LUMO ... 10.49 eV
Structure (SMILES) ... COC(C)(C)C=O
Energy above the lowest of the compared OMol25 structures with the same formula, charge and spin ... 1.659 eV
Calculated total energy ... -346.964476 Ha

2.
C41H34ClHfN6O5PS2 | the ωB97M-V functional and the def2-TZVPD basis

The geometry in XYZ format:
```
91
Properties=species:S:1:pos:R:3:mulliken_charge:R:1
Hf -0.416 -0.045 0.738 0.91
C -1.947 -1.516 4.160 -2.03
C -0.821 -0.812 3.511 1.16
N -0.949 0.394 2.897 0.26
N -0.346 1.446 3.605 -0.84
C -0.003 2.446 2.865 0.40
S 0.160 2.531 1.100 -0.38
S 0.621 3.997 3.640 -0.15
C 2.192 3.310 4.258 -1.02
C 3.232 3.082 3.198 0.73
C 3.452 4.016 2.178 -0.35
C 4.455 3.792 1.247 -0.47
C 5.298 2.675 1.332 -0.71
C 5.076 1.756 2.335 -0.37
C 4.087 1.978 3.288 -0.36
C 0.518 -1.290 3.813 0.65
C 0.769 -2.131 4.911 -0.97
C 2.065 -2.564 5.149 -0.88
C 3.159 -2.123 4.380 -0.55
C 2.962 -1.267 3.327 -0.91
C 1.632 -0.919 2.999 1.01
O 1.408 -0.197 1.894 -0.46
H -2.853 -1.081 3.743 0.34
H -1.993 -1.414 5.245 0.54
H -1.959 -2.563 3.883 0.38
H 1.976 2.378 4.783 0.29
H 2.557 4.032 5.003 0.44
H 2.785 4.880 2.072 0.33
H 4.611 4.535 0.457 0.38
H 6.129 2.574 0.618 0.38
H 5.697 0.853 2.412 0.41
H 3.944 1.264 4.120 0.39
H -0.038 -2.402 5.595 0.37
H 2.219 -3.245 5.983 0.38
H 4.150 -2.521 4.600 0.45
H 3.774 -0.846 2.716 0.58
O -2.972 2.119 1.409 -0.59
N -2.519 1.802 0.094 0.73
C -3.157 2.498 -0.795 -1.57
C -3.174 2.324 -2.224 0.84
C -4.050 3.213 -2.886 -1.03
C -4.068 3.358 -4.255 -0.73
C -3.162 2.665 -5.053 -0.79
C -2.321 1.742 -4.448 -0.02
C -2.356 1.491 -3.071 0.35
P -1.277 0.182 -2.420 1.92
C 0.229 0.561 -3.444 0.09
C 0.737 1.854 -3.257 -0.45
C 2.029 2.180 -3.656 -0.62
C 2.798 1.234 -4.333 -0.53
C 2.225 0.012 -4.677 -0.69
C 0.961 -0.353 -4.215 -0.15
C -1.863 -1.406 -3.142 0.19
C -3.040 -1.540 -3.875 -0.50
C -3.457 -2.797 -4.288 -0.59
C -2.761 -3.948 -3.934 -0.78
C -1.611 -3.813 -3.150 -0.56
C -1.146 -2.566 -2.809 -0.22
H -2.768 1.320 1.941 0.36
H -3.759 3.343 -0.452 0.23
H -4.711 3.775 -2.211 0.36
H -4.786 4.041 -4.727 0.37
H -3.142 2.826 -6.138 0.40
H -1.602 1.210 -5.048 0.51
H 0.108 2.578 -2.722 0.26
H 2.400 3.188 -3.441 0.40
H 3.817 1.461 -4.680 0.38
H 2.742 -0.678 -5.346 0.41
H 0.544 -1.319 -4.445 0.48
H -3.679 -0.672 -4.112 0.32
H -4.388 -2.887 -4.870 0.35
H -3.073 -4.918 -4.281 0.43
H -1.067 -4.704 -2.811 0.42
H -0.163 -2.483 -2.267 0.17
N 0.976 -4.139 1.060 -0.36
C 0.983 -2.920 0.488 0.38
O -0.025 -2.152 0.648 0.15
C 2.142 -2.509 -0.301 -0.06
C 3.323 -3.261 -0.426 -0.29
N 4.241 -3.937 -0.573 -0.56
C 2.027 -1.188 -0.678 0.34
N 1.437 -0.155 -0.775 -0.48
H 0.179 -4.428 1.605 0.26
H 1.793 -4.734 1.049 0.23
Cl -3.685 -3.748 0.636 -0.22
C -4.316 -2.076 0.912 -0.52
C -3.453 -1.113 0.073 0.09
O -3.895 -0.712 -0.991 -0.44
O -2.270 -0.847 0.665 0.43
H -4.234 -1.892 1.990 0.14
H -5.347 -2.088 0.600 0.47
```

Summary:
Charge ... 0
Gap between HOMO and LUMO (spin up / spin down) ... 5.79 / 5.79 eV
Energy above the lowest of the compared OMol25 structures with the same formula, charge and spin ... 0.000 eV
Calculated total energy ... -3933.510321 Ha

3.
C2HF2NO3S | the ωB97M-V functional and the def2-TZVPD basis

The geometry in XYZ format:
```
10
Properties=species:S:1:pos:R:3:mulliken_charge:R:1
C 1.315 0.483 -0.395 0.05
C 0.981 1.655 -1.328 0.94
N -0.006 -0.076 -0.380 -0.25
O 2.388 0.200 -0.029 -0.45
O -1.795 0.828 -1.968 -0.56
O -1.178 2.281 -0.036 -0.53
F 1.327 2.882 -0.938 -0.21
F 1.272 1.460 -2.561 -0.21
S -0.816 1.341 -1.063 0.93
H -0.148 -1.041 0.104 0.29
```

Summary:
Charge ... 0
Gap between HOMO and LUMO ... 11.28 eV
Energy above the lowest of the compared OMol25 structures with the same formula, charge and spin ... 0.011 eV
Calculated total energy ... -955.140177 Ha

4.
C4H10O2S | the ωB97M-V functional and the def2-TZVPD basis

The geometry in XYZ format:
```
17
Properties=species:S:1:pos:R:3:mulliken_charge:R:1
C 1.983 -0.757 1.267 -0.77
C 1.253 -1.690 0.359 0.70
O 1.725 -2.481 -0.402 -0.55
O -0.088 -1.551 0.490 -0.40
H 1.787 0.264 0.928 0.13
H 3.048 -0.950 1.159 0.31
H 1.680 -0.815 2.308 0.29
H -0.465 -2.176 -0.147 0.30
C -2.466 0.626 -0.934 -1.25
C -1.655 1.271 0.168 -0.21
S -0.167 2.040 -0.517 -0.29
H -1.918 -0.164 -1.441 0.32
H -2.816 1.358 -1.662 0.37
H -3.364 0.162 -0.521 0.32
H -2.265 2.025 0.667 0.38
H -1.366 0.534 0.911 0.24
H 0.300 2.582 0.635 0.12
```

Summary:
Charge ... 0
Gap between HOMO and LUMO ... 9.80 eV
Structure (SMILES) ... CC(=O)O.CCS
Energy above the lowest of the compared OMol25 structures with the same formula, charge and spin ... 0.183 eV
Calculated total energy ... -707.086680 Ha